1.
The following is a DFT calculation (ωB97M-V/def2-TZVPD) of a 2-piece molecular cluster, FHIOP overall in a non-equilibrium geometry.

Structure (XYZ):
```
5
FHIOP (ωB97M-V/def2-TZVPD)
O 0.09652 -0.87806 -1.51043
F 1.16515 -1.54404 -0.88654
P -1.89443 0.51641 1.93001
I 0.12173 1.88017 2.02519
H 0.51103 0.02551 -1.55823
```

As for the HOMO energy (alpha / beta): -0.3130 / -0.3125 Eh. The calculated total energy is -22165.1138 eV. The value obtained for the gap between HOMO and LUMO (alpha / beta) is 6.8 / 6.8 eV. For the energy relative to the best compared isomer or geometry (same formula, charge and spin), the calculation gives 167.46 kcal/mol.

2.
The following is a DFT calculation (ωB97M-V/def2-TZVPD) of C61H46BrFNO2P3S2SiTa as an isolated structure in a non-equilibrium geometry.

Structure (XYZ):
```
119
C61H46BrFNO2P3S2SiTa (ωB97M-V/def2-TZVPD)
Ta 15.40130 13.53721 11.62602
C 18.48579 16.30867 7.64728
C 18.45737 14.91315 7.50758
C 18.56781 14.16776 8.60079
C 18.50208 14.68909 9.90501
C 18.60561 16.06669 10.07544
C 18.63986 16.88295 8.89272
P 18.32586 13.47492 11.35608
C 19.88102 13.69950 12.38161
C 20.32657 12.64350 13.16162
C 21.47264 12.76052 13.85601
C 22.36676 13.86579 13.72986
C 21.86969 14.93882 12.98356
C 20.62806 14.85906 12.37397
C 18.81905 11.85274 10.59888
C 20.03636 11.72252 9.93920
C 20.38882 10.50083 9.41013
C 19.53887 9.44448 9.61076
C 18.32404 9.58183 10.18812
C 17.92303 10.80879 10.75459
Si 16.34253 10.94907 11.92992
C 17.24202 10.71732 13.53463
C 18.10406 9.62627 13.71280
C 18.92279 9.50730 14.81189
C 18.88879 10.42204 15.85858
C 17.95245 11.47409 15.74497
C 17.12060 11.59636 14.59968
P 15.87499 12.93566 14.47579
C 16.57467 14.31783 15.47404
C 15.78368 15.13002 16.27165
C 16.24413 16.23560 16.90951
C 17.59817 16.47048 16.80716
C 18.44381 15.63337 16.07660
C 17.95074 14.56427 15.42128
C 14.68698 12.00033 15.43333
C 13.87817 11.06577 14.75809
C 13.10038 10.09913 15.40012
C 13.03027 10.15987 16.77086
C 13.80704 11.10918 17.48580
C 14.63288 12.00827 16.86266
C 15.12778 9.55881 11.73967
C 15.21815 8.32991 12.40069
C 14.16499 7.44411 12.38708
C 13.05524 7.72504 11.62567
C 12.90728 8.96669 10.98590
C 13.93452 9.92153 11.07818
P 13.79836 11.57856 10.36872
C 11.98534 11.89090 10.26271
C 11.12625 11.46496 11.27970
C 9.80818 11.81181 11.22969
C 9.30728 12.50007 10.13452
C 10.06814 12.79915 9.03601
C 11.44722 12.56571 9.17149
C 14.30174 11.11316 8.65784
C 13.37090 10.42182 7.87847
C 13.75261 9.72278 6.76781
C 15.12022 9.54305 6.49977
C 16.07347 10.14613 7.31530
C 15.69960 11.00530 8.36575
H 18.36303 16.97102 6.82101
H 18.25703 14.35529 6.60826
H 18.47885 13.08417 8.48087
H 18.52303 16.64207 11.04828
H 18.63832 17.95264 9.05543
H 19.72114 11.75226 13.26300
H 21.83707 11.87130 14.33860
H 23.29973 13.81415 14.23187
H 22.38866 15.89154 13.01661
H 20.29156 15.70841 11.75793
H 20.70349 12.62630 9.90732
H 21.30472 10.33749 8.82586
H 19.83219 8.60033 9.05154
H 17.60345 8.72998 10.15800
H 18.29978 8.89802 12.93930
H 19.66515 8.67518 14.87926
H 19.54527 10.36058 16.71410
H 17.98766 12.29932 16.48326
H 14.74325 14.86517 16.45383
H 15.63680 16.73431 17.62462
H 18.04843 17.28446 17.34477
H 19.54121 15.79669 16.11106
H 18.61895 13.92373 14.84828
H 13.97518 11.07362 13.68772
H 12.55294 9.33994 14.80870
H 12.42754 9.44857 17.40237
H 13.91206 11.03362 18.56112
H 15.41982 12.57862 17.38082
H 16.17320 8.05559 12.90749
H 14.17238 6.53661 12.93024
H 12.26527 6.99569 11.55059
H 11.98742 9.14650 10.42852
H 11.52597 11.01384 12.11524
H 9.11905 11.60671 12.08729
H 8.21515 12.65558 10.13177
H 9.64909 13.40316 8.21984
H 12.14942 12.78009 8.37379
H 12.33724 10.39981 8.19792
H 13.06282 9.25297 6.10041
H 15.40099 8.91228 5.65407
H 17.08659 10.09512 7.04603
H 16.45182 11.58782 8.89067
Br 16.09767 15.76253 12.52279
F 16.02986 13.49548 9.83036
O 13.22819 14.44508 14.94235
S 12.42857 14.02235 13.83405
O 11.67556 12.80010 13.87562
N 13.38611 13.96439 12.46938
C 12.84673 14.76616 11.52415
S 13.76303 14.96087 10.13546
C 11.64499 15.51312 11.90091
C 10.83063 16.29668 11.10002
C 9.70535 16.91708 11.71006
C 9.43407 16.69175 13.04777
C 10.17515 15.77482 13.82869
C 11.23167 15.19704 13.20690
H 11.13255 16.56964 10.06974
H 9.15895 17.54640 11.10249
H 8.71569 17.24469 13.60331
H 9.90454 15.55713 14.86639
```

As for the HOMO energy: -0.3836 Eh. The calculated total energy is -201312.7029 eV. The value obtained for the gap between HOMO and LUMO is 7.1 eV. For the energy relative to the best compared isomer or geometry (same formula, charge and spin), the calculation gives 14.32 kcal/mol. As for the charge: +1.

3.
The following is a DFT calculation (ωB97M-V/def2-TZVPD) of a 5-piece molecular cluster, C46H59FN6O13S overall in a non-equilibrium geometry.

Structure (XYZ):
```
126
C46H59FN6O13S (ωB97M-V/def2-TZVPD)
H -0.09395 -4.34464 -0.94922
N 0.36775 -4.20833 -0.04864
C 0.02454 -3.11747 0.48280
C -0.99638 -2.15958 -0.14577
C -0.47093 -0.77615 -0.60323
C 0.21177 -0.96494 -1.98972
C 1.31837 -2.00074 -2.14681
C 2.44374 -1.48298 -3.05395
F 0.77197 -3.09786 -2.83724
C -1.63138 0.26494 -0.94031
C -3.05393 -0.25330 -0.67634
C -3.59972 -1.16042 -1.79122
C -3.79087 -0.39573 -3.09350
O -4.81146 0.59106 -2.98764
C -1.47219 1.67248 -0.30458
N -2.34502 1.95436 0.85670
C -2.05936 1.48856 1.95598
O -1.72446 1.37626 3.08859
C -0.04165 2.18407 -0.13583
C -0.15611 3.57174 0.53265
C 0.64108 2.48587 -1.51316
C 2.11663 2.08057 -1.49375
C 2.89052 2.59000 -2.72799
C 4.25108 1.85452 -2.73871
C 5.37834 2.66161 -3.39073
C 6.51309 1.69627 -3.79841
C 7.05435 0.86895 -2.62007
C 6.43739 -0.54831 -2.47011
O 0.79472 1.41293 0.74045
S 0.67717 -0.18427 0.66413
O 1.99538 -0.66928 0.40819
O 0.23516 -0.61601 1.95414
H 0.46041 -2.91713 1.45492
H -1.32074 -2.66960 -1.04330
H -1.78679 -2.09257 0.59450
H 0.54840 -0.01535 -2.38824
H -0.61217 -1.25172 -2.64096
H 1.79201 -2.37900 -1.25338
H 3.38061 -1.93722 -2.75061
H 2.23161 -1.74674 -4.08613
H 2.54744 -0.40467 -3.00802
H -1.62838 0.44979 -2.00692
H -3.22054 -0.65986 0.31642
H -3.70317 0.61970 -0.74102
H -4.60383 -1.43698 -1.45515
H -3.06180 -2.09787 -1.90972
H -4.12751 -1.13350 -3.83258
H -2.86592 0.03365 -3.47618
H -5.63015 0.09698 -2.89798
H -1.86784 2.35156 -1.05596
H -0.82497 4.19441 -0.04957
H 0.83289 4.02601 0.47742
H -0.45973 3.49222 1.57051
H 0.63149 3.55946 -1.67845
H 0.07365 2.05324 -2.33919
H 2.57174 2.56835 -0.63457
H 2.25175 1.00483 -1.47042
H 3.08442 3.65685 -2.65466
H 2.33808 2.30587 -3.62424
H 4.18766 0.88734 -3.22224
H 4.51944 1.73132 -1.69003
H 5.06427 3.18289 -4.29443
H 5.84505 3.35220 -2.69181
H 7.34863 2.27494 -4.19380
H 6.18768 1.02501 -4.59393
H 6.95032 1.39550 -1.67290
H 8.12435 0.73060 -2.76396
H 5.71678 -0.71775 -3.26670
H 5.86240 -0.59055 -1.54571
H 7.17900 -1.33670 -2.46132
O -1.88836 0.98765 -4.82424
N -1.66856 1.64038 -5.83274
O -0.71477 2.37098 -5.97513
C -2.62577 1.53554 -6.93918
C -3.74674 0.73985 -6.79011
C -4.65785 0.66246 -7.83001
C -4.43780 1.37389 -9.00164
C -3.30239 2.16147 -9.13849
C -2.38833 2.24598 -8.10214
H -3.91907 0.18753 -5.87892
H -5.54225 0.04926 -7.72599
H -5.15416 1.31554 -9.81054
H -3.13167 2.71263 -10.05271
H -1.50677 2.86082 -8.20769
O -6.01677 1.48278 8.54234
N -6.72349 1.86933 7.63459
O -7.91381 2.08685 7.72901
C -6.09239 2.08470 6.32353
C -4.74603 1.81330 6.16921
C -4.15822 1.99405 4.92838
C -4.91862 2.44789 3.85848
C -6.26865 2.72629 4.03146
C -6.86251 2.54381 5.27044
H -4.14692 1.46135 6.99662
H -3.11034 1.77854 4.79580
H -4.46035 2.58527 2.88628
H -6.85975 3.08261 3.19892
H -7.91275 2.75732 5.40340
O 7.74756 -4.75854 2.06616
N 6.74580 -4.37849 1.49459
O 6.50969 -4.56747 0.31864
C 5.75168 -3.63250 2.28027
C 6.00710 -3.36749 3.61367
C 5.07898 -2.64409 4.34464
C 3.91069 -2.19955 3.73863
C 3.66446 -2.48279 2.40203
C 4.58982 -3.20363 1.66538
H 6.91573 -3.71290 4.08400
H 5.26810 -2.42381 5.38651
H 3.18930 -1.62837 4.30966
H 2.75644 -2.13788 1.93383
H 4.39921 -3.42100 0.62452
O -1.03463 -3.39883 9.75277
N -0.35092 -3.16961 8.77678
O 0.84257 -3.37986 8.70411
C -1.01486 -2.59211 7.59818
C -2.36710 -2.30680 7.65834
C -2.98233 -1.74190 6.55281
C -2.24372 -1.47549 5.40779
C -0.89083 -1.77814 5.35735
C -0.26845 -2.33959 6.46033
H -2.93994 -2.51435 8.55006
H -4.03776 -1.50539 6.58307
H -2.72600 -1.02966 4.54697
H -0.32290 -1.57310 4.45863
H 0.78529 -2.57437 6.42501
```

As for the HOMO energy: -0.3570 Eh. The calculated total energy is -97757.1966 eV. The value obtained for the gap between HOMO and LUMO is 8.5 eV. The SMILES is [H]/N=C\C[C@@]1(C[C@H](C)F)[C@@H](CCCO)[C@@H](N=C=O)[C@](C)(CCCCCCCC)OS1(=O)=O.O=[N+]([O-])c1ccccc1.O=[N+]([O-])c1ccccc1.O=[N+]([O-])c1ccccc1.O=[N+]([O-])c1ccccc1.

4.
The following is a DFT calculation (ωB97M-V/def2-TZVPD) of a 2-piece molecular cluster, C4H11N2 overall in a non-equilibrium geometry.

Structure (XYZ):
```
17
C4H11N2 (ωB97M-V/def2-TZVPD)
C 0.48749 0.81170 -0.12115
C -0.95733 1.29668 0.41048
C 0.30599 -0.47775 -0.64115
C -1.20100 -0.78603 -0.97530
N 1.33477 -1.31111 -0.53721
N -1.70103 0.10295 0.09540
H 0.99296 1.62365 -0.60514
H 0.97491 0.70492 0.87723
H -0.98104 1.42931 1.53777
H -1.33569 2.17744 -0.07169
H 1.75718 -0.15192 1.56086
H -1.45313 -1.91202 -1.09061
H 2.31056 -0.24811 2.05930
H -1.34010 -0.48257 -1.94597
H 2.09013 -0.84222 -0.07999
H 1.34328 -2.32693 -0.44730
H -2.62794 0.39200 -0.02554
```

As for the HOMO energy: -0.4940 Eh. The calculated total energy is -7296.8421 eV. The value obtained for the gap between HOMO and LUMO is 8.5 eV. For the energy relative to the best compared isomer or geometry (same formula, charge and spin), the calculation gives 94.69 kcal/mol. As for the charge: +1.

Question: Which value of calculated total energy does entry 2 give?
Answer: -201312.7029 eV